This record from the OMol25 dataset describes C16H24AsN4NaOS as an isolated structure. The level of theory is ωB97M-V with the def2-TZVPD basis set.

ORCA input file:
```
! RIJCOSX wB97M-V def2-TZVPD def2/J DEFGRID3
* xyz 0 1
Na -0.89853 0.46892 -0.65378
N 1.64556 -2.23025 -1.32359
C 0.35797 -2.70438 -1.11042
C 0.20067 -4.10205 -1.08812
C -1.05189 -4.62631 -0.88420
C -2.13391 -3.76545 -0.70271
C -1.87898 -2.41476 -0.73776
N -0.66582 -1.87809 -0.93617
C 2.22220 -0.96296 -1.29932
C 3.61105 -0.90483 -1.48702
C 4.22650 0.32457 -1.46683
C 3.46094 1.46694 -1.25931
C 2.10370 1.30684 -1.08420
N 1.48260 0.11581 -1.10706
H 2.31708 -2.96592 -1.46044
H 1.05633 -4.75068 -1.22634
H -1.19032 -5.69948 -0.86315
H -3.13517 -4.13579 -0.54106
H -2.68888 -1.70494 -0.59994
H 4.18294 -1.81086 -1.64196
H 5.29728 0.39385 -1.60919
H 3.90609 2.45054 -1.23323
H 1.45346 2.15676 -0.90529
C -1.15534 -2.42866 3.39262
C -0.18426 -1.25593 3.49408
As -0.71745 0.23493 2.33246
C 0.84103 1.41200 2.56636
C 1.15914 1.85494 3.98865
C -2.00308 1.10638 3.52949
C -2.47982 2.44045 2.96245
H -0.84914 -3.24943 4.04404
H -1.21012 -2.81020 2.37075
H -2.16508 -2.13494 3.68666
H 0.81732 -1.55978 3.18038
H -0.11157 -0.90211 4.52433
H 0.66630 2.26648 1.91110
H 1.68355 0.86207 2.13619
H 0.36538 2.48086 4.39841
H 2.07824 2.44425 4.00750
H 1.29827 1.00692 4.66150
H -1.54614 1.23087 4.51311
H -2.84253 0.41759 3.64618
H -1.64538 3.12141 2.78652
H -3.17580 2.92868 3.64702
H -2.98890 2.30150 2.00759
O -0.56467 2.81523 -0.15454
S -1.85831 3.08859 -0.88050
N -2.58980 1.94932 -1.44475
*
```

Calculated values
Energy, a.u.: -3714.64482
Kohn-Sham gap, eV: 8.06
LUMO level, eV: 0.1
ΔE to the lowest compared entry with this formula, charge and spin, kcal per mole: 0.0
HOMO level, Eh: -0.292